Entry 1:
Below is C3H4N2 in the gas phase, with properties calculated with ωB97M-V/def2-TZVPD.

Last column: natural (NBO) charge in e.
Atoms and positions in Å:
N 3.036 -0.153 -0.013  -0.1321
C 1.805 -0.976 -0.039  -0.1508
H -0.638 1.434 0.585  0.2450
C 1.011 0.100 0.088  0.1527
H -0.636 0.669 -0.990  0.2458
N 2.516 0.936 0.081  -0.0847
C -0.335 0.560 -0.026  -0.7198
H -1.147 -0.128 0.209  0.2467
H 1.805 -1.965 -0.214  0.1971

Forces on the atoms, in the same order (eV/Å):
1.369 -1.833 -0.244
0.328 4.088 0.657
0.771 -0.184 -0.506
2.366 -0.011 -0.059
-0.243 1.254 -3.275
-2.533 0.784 0.304
-2.009 0.166 2.785
0.453 -0.929 0.785
-0.502 -3.335 -0.447

Values from the calculation:
- Energy above the lowest of the compared OMol25 structures with the same formula, charge and spin: 5.0831 eV
- Orbital gap: 8.887 eV

Entry 2:
Below is a molecular structure, C56H54N5PdS, with properties calculated with ωB97M-V/def2-TZVPD.

Last column: Mulliken charge in e.
Atoms and positions in Å:
H 1.510 4.000 -4.604  0.5246
H 3.975 1.827 0.977  0.2550
H 2.744 0.064 -3.747  0.6500
C -3.796 -2.136 -0.223  -0.1697
C -0.672 -0.636 4.244  0.6106
N -2.547 1.753 0.340  0.7945
H -0.479 4.218 4.431  0.3856
C -0.470 3.213 -2.937  -1.4211
C 1.882 3.412 3.302  -1.9386
H -6.211 -0.082 0.194  0.2528
H -1.001 -1.212 6.265  0.3607
H 3.079 0.098 3.639  0.4782
H 2.763 3.595 0.186  0.3564
H 4.280 -2.136 1.058  0.3699
H -6.228 -5.117 0.064  0.3892
H -0.092 0.864 7.236  0.3326
H -3.082 -1.314 3.040  0.4702
N -0.188 0.134 2.016  1.2745
C 2.390 0.395 1.512  0.8056
C 0.502 1.409 -5.402  -0.5697
C 0.480 -2.126 0.061  -0.4118
H -1.532 3.534 0.792  0.3606
H 0.388 2.535 2.044  -0.9355
H -7.136 -2.816 0.231  0.4430
C 4.803 0.064 -0.328  0.8078
H 6.492 -0.164 -1.660  0.4286
H -1.573 3.440 3.291  0.3753
H 6.423 -0.122 1.001  0.3473
C -4.103 -0.008 -0.074  -0.0499
C 1.192 -0.850 0.073  1.1186
H 0.649 -3.056 4.216  0.4589
H 0.349 3.346 -0.423  0.3062
C -4.750 2.416 0.145  -0.6939
Pd -1.259 0.310 -0.499  -1.1524
C 5.348 0.005 0.938  -1.0347
H -0.315 -3.787 2.927  0.4380
C -0.055 -3.145 -3.159  -1.9266
H 3.045 -4.191 0.766  0.3970
H -2.541 -2.839 2.329  0.5207
C -4.198 -4.482 -0.190  -0.9134
C 3.230 0.113 -2.783  -0.3174
H 0.811 -3.352 -3.784  0.4406
C 1.899 3.388 -3.793  -2.2892
H -1.336 -2.818 -4.831  0.7664
H -2.078 -1.428 -2.243  -0.1643
C -0.443 -0.736 -5.707  -0.6737
H 0.660 -4.224 0.223  0.5290
C -5.185 -1.937 -0.034  0.0874
C 0.246 1.589 3.939  0.2458
H -1.654 -2.477 4.628  0.6886
H 2.260 4.059 -3.014  0.3840
H -0.819 -1.512 -6.363  0.3435
C 0.492 2.814 3.092  2.3629
C -2.441 3.023 0.552  -0.4567
H -0.590 -2.090 -0.145  0.0517
H -0.511 -4.093 -2.873  0.4408
C -2.330 -2.030 -3.117  -1.0162
C 2.627 -0.790 0.510  1.3563
C 5.418 -0.032 -1.601  -1.6526
C 0.493 1.131 -0.165  0.4022
C -0.636 -0.430 5.610  -0.7358
C -3.298 -3.437 -0.295  0.0682
H 1.999 3.769 4.323  0.4345
H 0.068 0.570 -7.330  0.3627
H -3.832 -5.499 -0.233  0.4411
H 5.170 -0.050 -3.697  0.4281
C 0.056 0.426 -6.260  -1.7482
H -2.242 -3.616 -0.412  0.6393
H -0.978 3.424 -3.879  0.2599
C 4.664 0.021 -2.743  -1.2152
H -0.482 4.724 2.740  0.4265
C 0.498 1.242 -4.027  0.2534
H 2.653 2.673 3.104  0.2924
C -0.579 3.866 3.406  -1.9562
H 5.378 -0.128 3.059  0.3495
H 0.615 -2.320 2.617  0.2208
C -0.131 0.732 6.164  -1.6104
C 0.839 2.457 -3.198  2.0898
H 0.282 -2.625 -2.269  0.3823
H -3.053 -1.483 -3.721  0.4481
C -2.215 -1.856 2.666  -1.2674
H -1.794 -1.300 1.826  -0.1591
C 0.017 -2.843 3.354  -1.5650
H -1.131 2.596 -2.311  0.0841
C -6.080 -2.985 0.070  -1.1024
H -5.802 2.396 -0.045  0.4592
S -3.940 3.915 0.472  -0.2432
C 0.980 2.507 -0.171  -0.2252
C -1.057 -2.278 -3.916  0.2619
C -0.461 -0.955 -4.341  0.6724
N -3.158 -0.928 -0.262  0.8226
H 0.854 2.341 -5.818  0.3358
H 2.030 4.254 2.627  0.3605
C 3.338 0.259 -0.385  1.7085
C 2.540 0.235 -1.629  0.3104
C 2.263 2.636 0.158  -0.7575
C -5.561 -4.270 -0.017  -0.6736
C 1.151 -3.264 0.280  -0.2481
H 0.625 2.673 5.737  0.3200
C 0.840 0.312 1.135  -1.0064
C -1.174 -1.980 3.772  0.2782
H 2.750 2.817 -4.161  0.4240
H -0.278 4.159 -2.432  0.4123
C 3.034 1.455 0.572  -0.2442
C 0.035 0.028 -3.434  -1.1419
H -2.786 -2.965 -2.797  0.5413
C 3.237 -2.098 0.780  -0.6151
C 2.553 -3.241 0.614  -0.8582
H 1.247 2.126 -2.249  -0.3964
C 1.093 0.097 -1.188  0.6063
C 0.280 1.739 5.314  -0.3651
N 0.053 -0.278 -2.087  0.2977
C -0.170 0.359 3.357  -0.2289
N -5.354 -0.579 0.035  0.0016
C 3.380 0.195 2.607  -0.4963
C 4.683 0.032 2.239  -1.0702
C -3.836 1.369 0.108  -0.6873

Forces on the atoms, in the same order (eV/Å):
-0.043 0.068 -0.139
-0.191 -0.133 -0.108
-0.067 -0.101 -0.044
-0.810 -0.500 0.059
-0.149 -0.082 0.412
0.093 0.318 0.303
-0.039 0.081 0.110
0.025 -0.199 0.230
-0.225 -0.077 -0.229
0.005 -0.034 0.085
-0.031 -0.127 0.052
0.103 -0.029 0.221
-0.016 0.138 -0.008
0.023 -0.134 -0.008
-0.017 -0.013 0.012
0.009 0.011 0.104
-0.223 0.106 0.015
-0.769 -0.412 0.709
0.082 0.123 0.039
0.068 -0.140 -0.183
0.316 -0.724 -0.079
0.406 0.001 0.008
0.023 -0.033 0.193
-0.053 0.004 -0.021
-0.184 -0.032 1.530
0.077 0.019 -0.116
-0.157 -0.032 0.027
0.093 -0.013 -0.052
-0.232 -2.656 -0.237
0.330 0.052 0.225
0.062 -0.030 0.126
0.030 0.329 -0.079
1.236 -0.286 0.009
0.127 0.297 -0.614
0.381 0.012 -1.536
-0.012 -0.185 -0.125
-0.086 0.110 -0.076
0.142 -0.049 0.059
-0.093 -0.196 0.009
0.519 -0.026 -0.074
-1.219 0.262 0.281
0.116 -0.064 -0.067
-0.141 -0.234 0.125
0.043 0.114 0.058
-0.123 -0.206 -0.213
0.062 0.054 -0.176
-0.167 -0.140 0.081
0.653 -0.257 -0.139
-0.021 -0.015 0.025
0.043 0.122 -0.035
0.014 0.094 0.071
-0.021 -0.074 -0.014
0.007 0.047 0.161
-0.740 0.414 0.031
0.288 -0.246 0.020
-0.059 -0.192 0.065
0.212 0.016 0.024
-0.114 0.505 -0.180
0.289 -0.063 -1.329
0.869 0.578 0.000
-0.040 -0.012 -0.037
-0.155 0.017 0.049
0.044 0.034 0.155
0.019 0.035 -0.125
0.054 -0.028 -0.017
0.110 -0.035 -0.042
-0.058 0.061 -0.078
0.169 -0.001 -0.043
-0.030 0.022 -0.074
1.251 -0.081 0.781
0.001 0.215 -0.102
-0.121 -0.053 0.186
0.143 -0.056 -0.007
0.143 -0.138 -0.147
-0.040 -0.038 0.032
0.029 0.003 -0.039
0.008 0.181 0.331
-0.051 0.023 0.053
0.033 -0.074 -0.017
-0.122 0.096 -0.038
0.076 -0.074 -0.069
-0.052 -0.131 0.206
-0.082 0.111 0.161
0.053 0.152 -0.143
-0.150 -0.464 0.010
-0.326 -0.064 -0.033
0.310 -1.430 -0.098
-0.322 0.394 -0.118
0.033 -0.040 0.188
-0.069 -0.007 -0.073
-0.870 1.705 0.101
0.075 0.144 -0.027
0.094 0.159 -0.074
0.102 -0.262 -0.231
0.570 -0.206 -0.423
-0.424 0.120 -0.148
-0.479 0.456 0.079
-0.973 0.375 -0.392
0.032 0.157 0.064
-0.210 -0.539 -0.576
0.105 -0.003 -0.204
0.096 -0.026 -0.056
-0.024 0.131 0.114
0.207 -0.016 0.063
0.021 0.301 -0.563
-0.063 -0.121 0.009
0.271 -0.558 0.026
0.659 0.346 0.221
-0.153 0.101 -0.230
0.478 -0.050 -0.010
0.134 -0.083 0.150
-0.489 -0.463 0.641
0.130 0.160 -0.576
0.605 0.647 0.003
0.293 -0.087 0.106
-0.472 0.117 1.194
-1.315 2.734 0.289

Values from the calculation:
- Orbital gap: 4.349 eV
- Charge: -1

Entry 3:
Below is C5H9N in the gas phase, with properties calculated with ωB97M-V/def2-TZVPD.

Last column: natural (NBO) charge in e.
Atoms and positions in Å:
H -0.197 0.493 1.832  0.1328
H -1.377 -1.522 -0.692  0.2152
H -0.245 1.947 0.079  0.1907
C 1.720 0.017 -0.399  -0.6522
N -1.758 0.487 0.485  -0.3888
H -1.574 -0.704 2.158  0.1767
C -0.706 1.058 -0.378  -0.3012
C -1.196 0.119 1.559  -0.0326
H -1.089 1.361 -1.359  0.2128
H 2.153 -0.941 -0.093  0.2217
C -0.318 -1.319 -0.842  -0.4198
H 1.965 0.740 0.392  0.2125
C 0.234 -0.130 -0.584  0.0172
H 0.286 -2.137 -1.212  0.1933
H 2.206 0.350 -1.317  0.2219

Forces on the atoms, in the same order (eV/Å):
-0.040 -0.265 0.040
0.201 0.263 -0.546
0.148 -0.329 -0.009
0.168 0.068 -0.202
0.221 -0.149 0.528
-0.621 0.502 0.418
0.072 0.045 -0.111
-0.287 0.047 0.124
-0.192 0.018 0.297
-0.041 0.166 -0.233
0.187 0.009 -0.207
-0.183 -0.068 -0.228
0.001 -0.216 -0.324
0.190 -0.198 0.451
0.177 0.107 0.001

Values from the calculation:
- Energy above the lowest of the compared OMol25 structures with the same formula, charge and spin: 2.3749 eV
- Orbital gap: 10.001 eV

Which formula does entry 2 have?
C56H54N5PdS